Entry 1:
Density functional theory data (wB97M-V/def2-TZVPD) for a 3-piece molecular cluster, C21H32N2O5 overall.

XYZ file:
```
60
Properties=species:S:1:pos:R:3
O 0.41 0.22 -1.98
O 5.50 2.62 1.14
O -4.67 -1.28 -5.09
O -0.63 -0.04 5.83
O -2.49 1.28 -0.24
N 3.34 -2.49 0.71
N 0.81 -2.02 -0.50
C -1.13 0.89 -0.17
C 3.10 -1.37 -0.04
C -2.80 -0.45 -3.91
C 0.08 -0.27 4.61
C -3.98 -0.54 -2.96
C -0.87 -1.06 3.72
C 1.64 0.04 -1.40
C -0.35 1.28 -1.45
C -3.24 -1.36 -5.05
C -2.01 -0.38 5.67
C -5.16 -0.62 -3.92
C -2.23 -0.55 4.17
C 4.13 -0.42 -0.21
C 1.84 -1.15 -0.64
C 2.66 0.96 -1.55
C 5.00 1.76 -1.08
C 2.32 -3.29 0.83
C -0.46 1.51 1.06
C 4.80 2.89 -0.06
C 1.07 -3.07 0.23
C 3.92 0.73 -0.95
H -2.44 0.42 3.71
H -6.00 -1.18 -3.51
H -0.74 2.55 1.18
H -2.96 -2.40 -4.86
H -2.53 2.23 -0.37
H -0.67 -0.91 2.65
H 5.97 1.31 -0.91
H 4.98 2.17 -2.09
H 5.09 -0.59 0.24
H -3.05 -1.22 3.94
H -2.70 0.58 -4.27
H -1.86 -0.75 -3.46
H -3.91 -1.46 -2.37
H 2.51 1.85 -2.13
H 2.46 -4.19 1.43
H 3.73 2.97 0.15
H 5.11 3.86 -0.46
H -5.51 0.38 -4.20
H -2.62 0.41 6.10
H -0.78 -2.13 3.92
H -4.05 0.29 -2.27
H 0.24 2.16 -1.22
H -2.21 -1.31 6.21
H -2.84 -1.06 -6.02
H 4.86 2.31 1.79
H -0.72 0.97 1.97
H 0.62 1.46 0.95
H 0.33 0.70 4.16
H 0.27 -3.78 0.38
H -1.07 1.57 -2.21
H -1.14 -0.19 -0.03
H 1.01 -0.80 4.82
```

Maximum force ... 0.0167 Eh/bohr
Relative energy (zero: lowest compared OMol25 entry of this formula, charge and spin) ... 4.594 eV
Net charge ... 0
Energy ... -1305.0439 hartree
Kohn-Sham gap ... 8.6 eV
HOMO level ... -8.9552 eV

---

Entry 2:
Density functional theory data (wB97M-V/def2-TZVPD) for C21H32NSn as an isolated structure.

XYZ file:
```
55
Properties=species:S:1:pos:R:3
Sn 0.00 0.72 0.78
N -2.03 0.75 -0.84
C 0.33 -1.95 -3.75
C -1.40 2.13 2.23
C -0.90 -1.71 1.50
C -1.23 -0.12 3.47
C -1.01 -1.49 2.95
C -2.20 -0.12 4.66
C 4.20 -0.73 -0.64
C 2.51 0.59 -2.08
C 0.62 1.24 -3.69
C 0.15 0.40 3.96
C -0.69 -2.54 3.81
C 1.43 0.25 -2.94
C 3.06 -0.62 -1.57
C 2.33 -1.70 -2.14
C 0.05 -3.63 3.33
C -1.78 0.78 2.36
C 2.57 -3.14 -1.91
C 1.32 -1.16 -2.98
C 0.53 -3.61 2.02
C 0.09 -2.64 1.12
C 3.01 1.94 -1.77
H 4.20 -1.70 -0.12
H 3.28 2.04 -0.70
H -2.94 0.97 -0.42
H 0.10 1.43 4.32
H -1.54 -1.35 0.69
H -2.12 -0.11 -1.39
H -2.72 0.41 1.91
H 0.51 -0.24 4.77
H -1.95 2.80 1.56
H 0.26 -4.47 4.00
H 2.26 2.70 -2.01
H 3.92 2.17 -2.35
H -0.23 0.75 -4.18
H -2.44 0.91 4.97
H 1.88 -3.56 -1.16
H 2.44 -3.71 -2.83
H 0.82 -2.78 -4.27
H -1.02 -2.50 4.86
H 4.17 0.06 0.12
H 3.59 -3.30 -1.54
H 0.91 0.33 3.17
H 1.21 1.73 -4.47
H -1.78 -0.64 5.53
H -3.14 -0.62 4.39
H 0.52 -2.59 0.11
H -1.78 1.50 -1.48
H 1.23 -4.38 1.69
H 5.16 -0.64 -1.17
H -0.73 2.62 2.94
H -0.17 -1.33 -4.50
H -0.44 -2.38 -3.10
H 0.23 2.03 -3.03
```

Maximum force ... 0.0635 Eh/bohr
Relative energy (zero: lowest compared OMol25 entry of this formula, charge and spin) ... 2.823 eV
Net charge ... +1
Energy ... -1088.0858 hartree
Kohn-Sham gap (alpha / beta) ... 5.6 / 6.0 eV
HOMO level (alpha / beta) ... -9.8264 / -9.7195 eV

---

Entry 3:
Density functional theory data (wB97M-V/def2-TZVPD) for C21H33AsB2N4O3PtS2 as an isolated structure.

XYZ file:
```
67
Properties=species:S:1:pos:R:3
Pt 2.05 1.39 0.97
As 5.54 1.95 1.77
S 2.06 -0.78 2.27
S 2.97 1.56 -1.46
O -0.32 1.00 -0.92
O 3.89 2.30 1.64
O -0.97 0.86 1.26
N 1.65 -0.77 -2.09
N -0.03 -2.42 1.96
N 1.07 -2.08 0.07
N 1.45 0.88 -3.56
C 0.71 -0.14 -4.00
C 0.03 -2.90 -0.18
C -5.98 -0.46 1.63
C -6.04 -1.74 -0.50
C 6.16 2.67 3.41
C 1.03 -1.76 1.39
C -4.28 0.01 -0.20
C -6.67 0.68 -0.46
C -3.87 0.12 -1.52
C 6.49 2.76 0.33
C -0.43 -2.34 3.37
C 5.89 0.07 1.73
C -5.73 -0.37 0.12
C 0.86 -1.17 -3.09
C 2.02 0.52 -2.36
C 1.59 2.19 -4.21
C -2.06 0.57 0.44
C -1.67 0.66 -0.86
C -3.35 0.25 0.82
C -2.56 0.44 -1.89
C -0.67 -3.10 1.00
B 2.23 -1.68 -0.94
B 0.10 1.12 0.42
H -3.62 0.22 1.86
H -7.71 0.43 -0.23
H -5.35 -2.50 -0.13
H -6.46 1.67 -0.04
H -0.14 -3.35 -1.14
H -6.58 0.76 -1.55
H -7.06 -2.04 -0.25
H -2.27 0.54 -2.93
H 6.96 -0.08 1.81
H 6.17 2.31 -0.61
H -5.33 -1.21 2.10
H -5.96 -1.71 -1.59
H -1.56 -3.68 1.19
H -4.59 -0.04 -2.31
H 3.03 -1.06 -0.33
H -0.87 -1.37 3.58
H 1.40 2.07 -5.27
H 5.52 -0.35 0.79
H 0.46 -2.17 -3.15
H 2.61 2.56 -4.07
H 6.05 3.75 3.37
H 5.55 2.28 4.22
H -5.84 0.50 2.12
H 7.56 2.59 0.46
H 0.44 -2.49 4.00
H 5.39 -0.41 2.57
H -1.16 -3.13 3.56
H 2.68 -2.68 -1.42
H -7.01 -0.77 1.80
H 0.89 2.90 -3.78
H 7.21 2.41 3.57
H 6.28 3.82 0.33
H 0.16 -0.09 -4.93
```

Maximum force ... 0.0135 Eh/bohr
Relative energy (zero: lowest compared OMol25 entry of this formula, charge and spin) ... 0.759 eV
Net charge ... +2
Energy ... -4465.4509 hartree
Kohn-Sham gap (alpha / beta) ... 8.2 / 4.1 eV
Spin multiplicity ... 5
<S²> ... 6.04
HOMO level (alpha / beta) ... -12.8394 / -13.1980 eV

---

Entry 4:
Density functional theory data (wB97M-V/def2-TZVPD) for C21H33AsBrO15 as an isolated structure.

XYZ file:
```
71
Properties=species:S:1:pos:R:3
Br -4.25 2.65 1.78
As 0.47 0.70 1.13
O 0.90 -0.69 -5.14
O -3.27 1.96 -3.05
O 3.25 0.25 4.04
O 3.02 -1.66 -1.18
O -1.95 -3.85 4.11
O -2.78 4.11 -3.51
O 3.02 -1.73 2.99
O -0.72 -5.68 4.56
O 4.58 -2.48 0.23
O -4.90 3.50 -3.27
O 0.42 -2.84 -4.71
O 0.25 -3.67 4.26
O 3.23 -3.85 -0.96
O 3.91 -1.66 5.03
O -1.13 -1.24 -4.45
C 1.99 2.17 1.07
C -1.95 2.37 0.05
C -1.68 -2.44 4.10
C -2.84 1.53 0.94
C -0.80 -4.51 4.34
C 3.71 -2.63 -0.57
C -0.21 -2.40 3.74
C 2.15 -2.21 -2.16
C -0.62 1.71 -0.31
C 1.52 3.46 1.50
C -3.62 3.07 -3.26
C -1.08 0.20 -4.38
C 0.11 0.51 -5.27
C 3.39 -0.92 4.01
C 1.11 4.54 1.83
C 1.99 -3.64 -1.67
C 3.63 -3.04 4.75
C 0.09 -1.70 -4.77
C -4.91 4.92 -3.28
C 3.49 -3.05 3.24
C -3.56 5.24 -3.90
H -3.10 6.15 -3.52
H -5.76 5.28 -3.87
H -0.24 1.54 2.29
H -2.32 1.08 1.78
H 0.64 5.42 2.18
H 1.87 -4.36 -2.46
H 1.22 -1.65 -2.17
H -0.92 0.49 -3.34
H -1.88 -2.04 5.10
H 0.69 1.37 -4.95
H -2.51 2.53 -0.87
H 1.20 -0.08 -0.07
H -5.00 5.28 -2.26
H 1.29 -0.13 2.17
H -2.02 0.62 -4.72
H 2.39 2.22 0.05
H -2.32 -1.94 3.38
H 2.79 1.81 1.73
H 2.68 -3.29 5.22
H -0.17 0.62 -6.32
H -1.80 3.35 0.51
H -0.74 1.04 -1.17
H 4.42 -3.67 5.14
H 2.75 -3.77 2.89
H -0.03 -2.37 2.67
H -0.71 -0.43 1.17
H 1.17 -3.74 -0.95
H 0.34 -1.58 4.21
H 0.05 2.51 -0.63
H -3.41 0.80 0.39
H 2.63 -2.16 -3.13
H -3.60 5.29 -4.99
H 4.43 -3.21 2.70
```

Maximum force ... 0.0134 Eh/bohr
Net charge ... -1
Energy ... -6758.2549 hartree
Kohn-Sham gap ... 5.6 eV
HOMO level ... -3.7003 eV

---

Entry 5:
Density functional theory data (wB97M-V/def2-TZVPD) for C21H33BaBr2NO5PS3 as an isolated structure.

XYZ file:
```
67
Properties=species:S:1:pos:R:3
Ba -0.48 0.67 0.96
Br 1.67 2.00 -1.33
Br 2.41 -0.79 0.77
S -2.81 -0.16 0.07
S -5.52 -0.35 4.83
S -1.77 2.77 1.90
P -3.11 1.68 0.86
O -3.23 2.63 -0.45
O -5.46 0.86 5.64
O -5.61 -1.58 5.59
O -6.44 -0.27 3.71
O -4.55 1.70 1.47
N 0.15 -0.86 2.79
C -0.39 0.06 -3.88
C -4.37 3.39 -2.39
C -0.72 -3.09 -1.83
C -1.28 -2.02 -2.66
C -2.25 -1.57 2.70
C -0.25 -1.18 -3.06
C -5.14 2.67 2.36
C -1.49 -4.20 -1.19
C 2.11 2.98 0.44
C 2.33 -1.25 -2.84
C -3.86 -0.41 4.04
C 0.62 -2.91 -1.75
C -1.64 0.48 3.83
C -2.72 -1.85 -3.00
C 0.95 -1.70 -2.54
C -4.15 2.21 -1.48
C -3.53 -1.48 3.18
C 1.60 -3.76 -1.00
C -2.93 0.54 4.36
C -5.61 3.88 1.60
C -1.26 -0.63 3.07
H -4.77 4.39 1.11
H -5.95 2.13 2.85
H -3.29 -2.78 -2.85
H -4.99 3.10 -3.24
H -0.82 1.14 4.17
H 2.50 2.18 1.08
H -3.21 1.33 5.04
H -3.42 3.77 -2.76
H 2.34 -0.41 -3.54
H -2.57 -4.01 -1.19
H -5.09 1.86 -1.03
H 2.83 -0.94 -1.92
H 0.68 -0.63 3.62
H -3.19 -1.09 -2.37
H -6.34 3.61 0.83
H -4.87 4.21 -1.86
H -6.09 4.57 2.30
H -4.41 2.93 3.12
H -1.35 0.55 -3.70
H 1.10 3.20 0.80
H -0.33 -0.14 -4.96
H -3.72 1.37 -2.03
H -1.19 -4.34 -0.15
H 2.91 -2.08 -3.27
H 1.27 -3.92 0.03
H -1.34 -5.16 -1.69
H 0.26 -1.85 2.57
H 2.57 -3.27 -0.93
H 0.38 0.79 -3.64
H 1.72 -4.74 -1.47
H -2.85 -1.53 -4.04
H -1.93 -2.42 2.11
H -4.28 -2.21 2.91
```

Maximum force ... 0.1510 Eh/bohr
Relative energy (zero: lowest compared OMol25 entry of this formula, charge and spin) ... 5.522 eV
Net charge ... -2
Energy ... -7960.5102 hartree
Kohn-Sham gap (alpha / beta) ... 5.2 / 4.8 eV
Spin multiplicity ... 2
<S²> ... 0.77
HOMO level (alpha / beta) ... -1.0962 / -1.0940 eV

---

Entry 6:
Density functional theory data (wB97M-V/def2-TZVPD) for C21H33BaBr2NO5PS3 as an isolated structure.

XYZ file:
```
67
Properties=species:S:1:pos:R:3
Ba -1.27 -0.22 -0.11
Br -1.90 0.02 -3.24
Br -2.18 -3.88 -2.94
S -0.81 -0.95 2.96
S 5.50 -1.64 -2.71
S 1.12 -2.15 0.57
P 0.83 -1.88 2.49
O 6.07 -0.90 -3.83
O 2.14 -1.21 3.16
O 0.85 -3.27 3.31
O 5.02 -2.97 -3.06
O 6.32 -1.59 -1.50
N 0.60 1.59 -1.36
C -1.10 3.26 1.44
C 2.29 1.16 2.63
C 1.75 0.84 -1.72
C 1.44 -5.54 2.81
C -3.27 1.44 2.76
C 4.02 -0.71 -2.28
C 1.97 -4.15 3.13
C -2.56 2.74 -0.65
C -1.94 3.72 -1.60
C 2.94 1.02 -1.01
C -3.71 1.95 -0.90
C 4.06 0.25 -1.28
C 2.84 -0.90 -2.98
C -5.21 0.33 0.42
C -1.10 -3.03 -4.19
C -3.10 1.63 1.28
C 1.71 -0.14 -2.71
C -2.17 2.52 0.69
C 2.92 -0.21 2.50
C -4.53 1.89 -2.16
C -4.03 1.26 0.28
H 2.98 1.77 -0.23
H -4.71 0.86 -2.46
H -4.12 0.80 2.98
H 0.95 -5.53 1.84
H 0.73 -5.86 3.57
H 4.98 0.38 -0.73
H -1.43 4.26 1.75
H -5.50 2.38 -2.02
H 1.32 1.19 2.13
H -4.03 2.37 -2.99
H 3.06 -0.48 1.46
H 0.80 -0.28 -3.28
H -5.36 0.03 1.45
H -0.19 3.41 0.85
H -3.46 2.40 3.25
H -2.40 1.00 3.26
H -6.13 0.82 0.07
H 2.14 1.43 3.68
H 2.94 1.91 2.16
H -2.36 3.61 -2.61
H 0.83 2.48 -0.96
H 2.55 -4.14 4.05
H -2.12 4.75 -1.28
H -0.13 -2.74 -3.83
H 2.81 -1.66 -3.75
H 2.27 -6.26 2.78
H -0.08 1.69 -2.12
H -1.61 -2.58 -5.01
H 2.60 -3.80 2.32
H -0.86 3.62 -1.70
H -0.81 2.72 2.35
H 3.89 -0.24 3.00
H -5.10 -0.58 -0.18
```

Maximum force ... 0.0180 Eh/bohr
Relative energy (zero: lowest compared OMol25 entry of this formula, charge and spin) ... 0.783 eV
Net charge ... -2
Energy ... -7960.6844 hartree
Kohn-Sham gap (alpha / beta) ... 6.2 / 6.2 eV
Spin multiplicity ... 2
<S²> ... 0.75
HOMO level (alpha / beta) ... -2.3680 / -2.3791 eV

---

Entry 7:
Density functional theory data (wB97M-V/def2-TZVPD) for a 4-piece molecular cluster, C21H33BrFN3O11PS2 overall.

XYZ file:
```
73
Properties=species:S:1:pos:R:3
Br -2.98 2.75 -0.79
S -2.64 -3.72 -3.62
S 1.24 -3.42 -1.57
P -2.35 -3.72 -1.69
F 2.11 -3.94 -0.23
O 3.37 -2.25 -6.69
O 2.88 -1.56 6.10
O 2.17 -2.80 -2.60
O 0.62 -4.62 -2.20
O -2.84 4.38 2.22
O -3.94 6.36 2.31
O 1.56 -3.37 -7.42
O 2.94 -2.37 -8.91
O 3.59 0.29 5.00
O 5.03 -0.94 6.23
O -3.14 5.63 0.35
N 2.72 -0.47 1.22
N -2.29 -1.10 -0.56
N 0.33 1.57 0.66
C 2.59 -2.56 -5.54
C -3.27 5.36 1.68
C 0.72 -0.82 -0.38
C -3.95 6.75 0.06
C 1.69 -3.66 -6.03
C 3.57 -2.63 6.74
C 2.29 -0.58 -0.22
C -4.21 0.68 0.99
C -1.46 -2.19 -1.03
C -5.26 0.58 -0.25
C -2.77 1.26 0.55
C 2.69 -1.81 1.90
C -4.07 7.44 1.39
C 0.99 2.45 -0.37
C 2.65 -2.64 -7.78
C 0.56 2.17 -1.88
C 3.81 -0.65 5.71
C -1.77 0.12 0.01
C 4.84 -1.98 7.19
C 0.07 -2.13 -1.00
C -0.21 0.35 0.12
H 2.94 -1.41 -0.66
H 0.78 3.55 -0.08
H 5.69 -2.67 7.18
H 2.59 0.37 -0.79
H -5.87 -0.39 -0.12
H 3.45 -2.49 1.39
H 1.22 1.33 -2.29
H -1.66 -4.93 -1.29
H 0.72 -3.65 -5.54
H 0.84 3.12 -2.48
H -4.92 6.40 -0.31
H -4.70 1.24 1.84
H -3.66 -3.79 -1.08
H -0.33 2.08 1.26
H 2.93 -1.61 3.01
H 2.99 -3.03 7.57
H 3.74 -3.42 6.01
H -3.26 8.15 1.57
H -3.49 7.39 -0.70
H -5.02 7.94 1.52
H 2.14 -4.65 -5.92
H 3.23 -2.88 -4.72
H -2.35 1.79 1.49
H -0.55 2.01 -2.05
H 2.07 0.12 1.76
H -5.91 1.51 -0.28
H 4.76 -1.53 8.18
H -4.64 0.41 -1.20
H 2.13 2.33 -0.22
H 2.04 -1.67 -5.24
H -3.31 -1.21 -0.65
H 1.62 -2.22 1.86
H -4.02 -0.41 1.31
```

Maximum force ... 0.1262 Eh/bohr
Net charge ... +1
Energy ... -5623.0520 hartree
Kohn-Sham gap ... 6.7 eV
HOMO level ... -11.9722 eV